{"formula": "C28H44F5N2O5S2Si", "method": "ωB97M-V with the def2-TZVPD basis set", "species": ["C", "C", "O", "O", "C", "C", "C", "C", "C", "C", "C", "C", "C", "C", "N", "S", "C", "C", "F", "F", "F", "N", "C", "F", "F", "C", "C", "Si", "C", "C", "C", "C", "C", "C", "C", "C", "H", "H", "H", "H", "H", "H", "H", "H", "H", "H", "H", "H", "H", "H", "H", "H", "H", "H", "H", "H", "H", "H", "H", "H", "H", "H", "H", "H", "H", "H", "H", "H", "H", "H", "H", "H", "O", "S", "O", "O", "C", "C", "C", "H", "H", "H", "H", "H", "H", "H", "H"], "coordinates": [[0.3776, 0.5029, 5.7040], [-1.2622, 0.5349, 5.7978], [-1.9179, -0.5925, 5.4295], [-2.0933, 1.6771, 6.2092], [-1.8606, 2.8662, 5.3751], [-2.9032, 3.0501, 4.1228], [-2.8046, 1.8947, 2.9617], [-4.3305, 1.2320, 2.8048], [-4.3538, 0.5595, 1.2870], [-4.5316, -1.0749, 1.3704], [-3.3558, -1.7904, 2.2609], [-2.3615, -2.6433, 1.2217], [-1.0100, -3.1850, 1.9665], [-1.1862, -4.4129, 3.0390], [0.2642, -4.5981, 3.4261], [0.5207, -5.8618, 4.6038], [1.2019, -3.6407, 2.7251], [2.7937, -3.7942, 3.0670], [3.2509, -5.1098, 2.4806], [3.1182, -3.8760, 4.5187], [3.6764, -2.7610, 2.4836], [0.4194, -2.7193, 1.8185], [0.9956, -1.6060, 0.9790], [1.7111, -0.6545, 1.9096], [0.0093, -0.7808, 0.2469], [1.9924, -2.2721, -0.1528], [3.2019, -1.2893, -0.6618], [3.0142, -0.6712, -2.4804], [4.5586, 0.4795, -2.8675], [1.4527, 0.4254, -2.7991], [3.0233, -2.0664, -3.8115], [2.5502, -3.6249, -3.5836], [2.5734, -4.7033, -4.8614], [3.0605, -4.2866, -6.3872], [3.5806, -2.7371, -6.6090], [3.5455, -1.6823, -5.3444], [0.9332, 0.7898, 6.6942], [0.7433, -0.5278, 5.2371], [0.6886, 1.3256, 4.8979], [-0.7421, 2.9686, 4.9912], [-2.0276, 3.8080, 6.0865], [-4.0166, 3.1054, 4.5119], [-2.6160, 4.0788, 3.5947], [-2.5340, 2.3979, 1.9275], [-1.9908, 1.0707, 3.1518], [-5.1610, 2.0454, 2.9530], [-4.4472, 0.4163, 3.6568], [-3.3861, 0.7979, 0.6621], [-5.2551, 1.0375, 0.7097], [-4.5686, -1.5430, 0.2773], [-5.5932, -1.3088, 1.8626], [-2.7660, -1.0770, 2.9768], [-3.9003, -2.6170, 2.9260], [-2.1935, -2.0736, 0.2149], [-2.9985, -3.6134, 0.9410], [-2.1703, -4.9520, 3.3803], [0.1788, -7.1201, 4.0681], [1.3329, -2.5340, -1.1011], [2.4868, -3.2776, 0.2607], [3.4068, -0.3573, 0.0167], [4.2003, -1.9387, -0.6315], [5.5847, -0.0530, -2.6282], [4.4225, 1.4242, -2.1518], [4.5210, 0.8987, -3.9734], [0.9996, 0.0775, -3.8461], [0.5905, 0.2928, -2.0127], [1.7518, 1.5665, -2.9653], [2.1765, -3.9708, -2.5289], [2.2368, -5.8414, -4.7321], [3.0644, -5.0086, -7.3165], [3.9884, -2.3312, -7.6529], [3.9160, -0.5878, -5.5425], [0.8496, 3.8233, -3.7719], [-0.2187, 4.5593, -3.1321], [-1.5859, 4.0800, -3.1270], [-0.2030, 6.0954, -3.6750], [-0.3051, 6.3225, -5.0748], [-1.7161, 6.0789, -5.5793], [0.2483, 4.8990, -1.4542], [0.4218, 5.7099, -5.6189], [-0.0406, 7.3708, -5.2528], [-1.9950, 5.0255, -5.4798], [-1.8046, 6.3491, -6.6349], [-2.4389, 6.6605, -4.9993], [1.2654, 5.2943, -1.4394], [0.2024, 3.9595, -0.8990], [-0.4568, 5.6154, -1.0284]], "total_charge": 1, "energy_ev": -86075.0257, "e_homo_ev": -10.229, "gap_ev": 5.1441}

{"formula": "C28H44GaN7O3P", "method": "ωB97M-V with the def2-TZVPD basis set", "species": ["C", "C", "O", "C", "C", "Ga", "P", "N", "O", "O", "H", "H", "H", "H", "H", "H", "H", "H", "H", "H", "H", "H", "H", "H", "N", "C", "C", "C", "C", "H", "H", "H", "H", "H", "N", "C", "C", "C", "C", "H", "H", "H", "H", "H", "N", "C", "C", "C", "C", "H", "H", "H", "H", "H", "N", "C", "C", "C", "C", "H", "H", "H", "H", "H", "N", "C", "C", "C", "C", "H", "H", "H", "H", "H", "N", "C", "C", "C", "C", "H", "H", "H", "H", "H"], "coordinates": [[4.4184, -2.4396, -0.3677], [5.0311, -1.3004, 0.4270], [4.3489, -0.1227, 0.0262], [4.8770, 1.0925, 0.5540], [4.0516, 1.5904, 1.7270], [4.1133, 0.5862, 3.4983], [6.2116, -0.4967, 3.8779], [6.2166, -2.0607, 3.6497], [7.4401, 0.1939, 3.0118], [6.6694, -0.1370, 5.3938], [3.6362, -2.9322, 0.2052], [5.1548, -3.1787, -0.6795], [3.9947, -2.0032, -1.2723], [4.8835, -1.4739, 1.4942], [6.1049, -1.2062, 0.2301], [4.8695, 1.8133, -0.2708], [5.9235, 0.9559, 0.8442], [4.3072, 2.6367, 1.9088], [3.0042, 1.5739, 1.4084], [3.9354, 1.6545, 4.6872], [2.9607, -0.5176, 3.5815], [6.9213, -2.3894, 2.9973], [7.7412, -0.4500, 2.3675], [7.5527, -0.4985, 5.5265], [1.0930, -1.2763, -1.3963], [1.3707, -1.4003, -2.7245], [0.2304, -1.8388, -3.3526], [-0.7732, -1.9857, -2.3557], [-0.2033, -1.6301, -1.1622], [1.7530, -0.9784, -0.6938], [2.3513, -1.1708, -3.1055], [0.1268, -2.0427, -4.4057], [-1.7906, -2.3107, -2.4968], [-0.6112, -1.5964, -0.1668], [-3.6495, -0.8851, 0.4693], [-3.9637, -0.0908, -0.5973], [-5.0398, -0.6487, -1.2314], [-5.3912, -1.8276, -0.5164], [-4.5155, -1.9464, 0.5284], [-2.8958, -0.7078, 1.1076], [-3.3954, 0.7968, -0.8133], [-5.5205, -0.2574, -2.1112], [-6.1937, -2.5086, -0.7450], [-4.4410, -2.6922, 1.3021], [-9.4537, 1.4268, -1.4677], [-8.2782, 0.7782, -1.7281], [-8.1194, 0.7389, -3.0878], [-9.2437, 1.3903, -3.6670], [-10.0486, 1.8039, -2.6406], [-9.8234, 1.5987, -0.5517], [-7.6595, 0.4041, -0.9306], [-7.2920, 0.2938, -3.6141], [-9.4367, 1.5379, -4.7161], [-10.9862, 2.3320, -2.6451], [-2.2575, -1.9338, 3.6335], [-0.9388, -1.9171, 4.0109], [-0.8977, -1.7450, 5.3659], [-2.2422, -1.6571, 5.8248], [-3.0586, -1.7763, 4.7337], [-2.5862, -2.0481, 2.6949], [-0.1466, -2.0265, 3.2902], [-0.0026, -1.6861, 5.9610], [-2.5700, -1.5196, 6.8414], [-4.1311, -1.7625, 4.6441], [1.1701, -0.1579, -6.1834], [2.3435, -0.8125, -6.4291], [2.5381, -0.8320, -7.7849], [1.4346, -0.1608, -8.3795], [0.6094, 0.2425, -7.3632], [0.7778, -0.0038, -5.2700], [2.9386, -1.2079, -5.6243], [3.3766, -1.2775, -8.2930], [1.2667, 0.0056, -9.4302], [-0.3240, 0.7779, -7.3803], [0.6927, 3.6787, 2.3048], [0.8412, 3.5891, 3.6592], [1.2278, 4.8185, 4.1190], [1.3102, 5.6850, 2.9934], [0.9784, 4.9491, 1.8870], [0.4355, 2.9169, 1.7060], [0.6791, 2.6576, 4.1729], [1.4418, 5.0651, 5.1449], [1.5957, 6.7238, 2.9945], [0.9299, 5.2172, 0.8459]], "total_charge": -1, "energy_ev": -107987.8716, "e_homo_ev": -4.846, "gap_ev": 6.8398, "relative_energy_kcal_mol": 5.30}

{"formula": "C28H44Ge3N2PdSe", "method": "ωB97M-V with the def2-TZVPD basis set", "species": ["Pd", "C", "C", "Ge", "C", "C", "C", "C", "Ge", "C", "C", "C", "C", "C", "C", "C", "C", "C", "C", "H", "H", "H", "H", "H", "H", "H", "H", "H", "H", "H", "H", "H", "H", "H", "H", "H", "H", "H", "H", "H", "H", "H", "H", "H", "H", "C", "Ge", "C", "C", "C", "H", "H", "H", "H", "H", "H", "H", "H", "H", "H", "C", "N", "C", "Se", "N", "C", "C", "C", "C", "C", "C", "H", "H", "H", "H", "H", "H", "H", "H"], "coordinates": [[0.8370, 0.0676, -0.1374], [-0.1262, 0.3388, 3.9051], [0.6708, 0.6990, 2.6633], [1.8566, -0.8307, 1.9787], [3.3796, -1.0111, 3.3122], [3.0349, -1.5878, 4.6698], [0.8416, -2.5362, 2.0321], [-0.1568, -2.9227, 1.2320], [-0.4645, -1.8491, -0.4432], [0.9930, -2.5895, -1.7018], [0.8348, -3.9957, -2.2587], [-2.2508, -1.8162, -1.4251], [-2.9250, -3.0889, -1.8923], [-1.0030, -4.0744, 1.5235], [-1.4895, -4.8639, 0.4857], [-2.3596, -5.9061, 0.7357], [-2.7599, -6.1814, 2.0331], [-2.2763, -5.4102, 3.0764], [-1.4018, -4.3701, 2.8269], [-0.8086, 1.1479, 4.1635], [0.5309, 0.1612, 4.7545], [-0.7187, -0.5570, 3.7235], [1.3198, 1.5573, 2.8628], [-0.0548, 0.9894, 1.8794], [3.8219, -0.0206, 3.4299], [4.1326, -1.6385, 2.8343], [2.3116, -0.9658, 5.1871], [3.9283, -1.6528, 5.2909], [2.6173, -2.5854, 4.5693], [1.1070, -3.1503, 2.8881], [1.9263, -2.5441, -1.1243], [1.0828, -1.8668, -2.5268], [0.8115, -4.7289, -1.4529], [1.6763, -4.2421, -2.9112], [-0.0792, -4.0923, -2.8422], [-2.0175, -1.1833, -2.2897], [-2.9357, -1.2410, -0.7964], [-2.2499, -3.6967, -2.4886], [-3.7897, -2.8477, -2.5107], [-3.2686, -3.6769, -1.0473], [-1.1773, -4.6480, -0.5232], [-2.7405, -6.4984, -0.0832], [-3.4544, -6.9859, 2.2324], [-2.5951, -5.6182, 4.0880], [-1.0461, -3.7640, 3.6459], [2.1899, 2.8665, 0.3748], [3.0112, 1.3059, -0.5761], [4.9297, 1.6946, -0.8994], [2.1797, 1.0698, -2.4320], [2.8715, -0.3720, 0.3684], [2.3411, 3.7856, -0.1909], [2.6633, 2.9998, 1.3469], [1.1187, 2.7088, 0.5454], [5.0505, 2.5940, -1.4899], [5.3911, 0.8720, -1.4336], [5.4485, 1.8234, 0.0438], [2.2174, 1.9877, -3.0171], [1.1236, 0.7432, -2.3651], [2.7274, 0.2904, -2.9633], [3.2899, -1.2269, -0.1573], [-3.9365, 3.3424, -1.1506], [-2.6209, 3.7616, -1.5423], [-1.4528, 3.1159, -1.2925], [-1.2632, 1.4514, -0.5288], [-0.4401, 3.8718, -1.7976], [-0.9490, 5.0249, -2.3454], [-0.3568, 6.1282, -2.9336], [-1.2031, 7.1388, -3.3675], [-2.5827, 7.0614, -3.2094], [-3.1807, 5.9662, -2.6057], [-2.3446, 4.9481, -2.1810], [-3.8626, 2.3916, -0.6207], [-4.5676, 3.2232, -2.0324], [-4.3809, 4.0896, -0.4897], [0.5300, 3.5982, -1.7512], [0.7151, 6.2105, -3.0291], [-0.7771, 8.0131, -3.8334], [-3.1967, 7.8805, -3.5559], [-4.2452, 5.9173, -2.4556]], "energy_ev": -271101.4881, "e_homo_ev": [-6.451, -6.448], "gap_ev": [6.0010, 5.9980]}

> What is the formula in the second record?

C28H44GaN7O3P

> Number 3 is which compound?

C28H44Ge3N2PdSe